[1]
68
Properties=species:S:1:pos:R:3 method="wB97M-V/def2-TZVPD" charge=+2
Y 10.3533 6.8688 9.9901
F 10.6893 9.1442 9.9100
C 13.4386 4.9430 9.2791
C 13.8245 6.4153 9.6195
C 15.0490 6.9233 8.8608
O 12.7283 7.1641 9.3458
H 12.5431 4.6036 9.7997
H 14.2498 4.3392 9.6859
H 13.4276 4.6848 8.2202
H 13.9358 6.6676 10.6740
H 15.9136 6.3066 9.1061
H 15.3364 7.9563 9.0566
H 14.8886 6.8981 7.7829
H 13.0486 8.0409 9.1219
C 9.3298 7.7612 14.0013
C 8.5660 6.9961 12.9660
C 7.0140 7.0693 13.0750
O 8.9225 7.5575 11.7473
H 10.3936 7.7631 13.7640
H 9.1393 7.3328 14.9854
H 9.0206 8.8056 14.0426
H 8.8999 5.9598 13.0185
H 6.6746 7.4318 14.0453
H 6.5671 6.0903 12.9020
H 6.5020 7.7446 12.3894
H 8.7500 8.4900 11.8970
C 10.6055 12.1340 11.9054
C 9.6236 11.2780 12.7104
C 8.4593 12.0533 13.3173
O 8.9989 10.3651 11.8413
H 10.9614 12.9326 12.5562
H 10.0834 12.6418 11.0944
H 11.4898 11.6532 11.4871
H 10.1392 10.7232 13.4942
H 8.8115 12.8794 13.9350
H 7.7329 11.5101 13.9218
H 7.9058 12.5712 12.5340
H 9.6275 10.2056 11.1335
C 7.8921 9.6171 7.6285
C 7.4937 8.7287 8.7727
C 6.0434 8.1731 8.6805
O 8.3806 7.5975 8.7239
H 7.8741 9.1597 6.6393
H 8.9409 9.8855 7.7546
H 7.2584 10.5021 7.6866
H 7.6546 9.2987 9.6877
H 5.8536 7.4973 7.8467
H 5.3045 8.9611 8.5346
H 5.7778 7.6996 9.6257
H 8.1607 7.1991 7.8787
C 12.6933 11.9978 8.5022
C 13.7157 11.1288 9.1738
O 13.1947 9.8500 8.8801
H 12.7725 13.0176 8.8789
H 11.7198 11.7016 8.8929
H 12.6474 11.9563 7.4140
H 13.7126 11.3205 10.2468
H 14.7527 11.2494 8.8604
H 12.2659 9.8706 9.1221
C 11.1290 8.8013 6.2361
C 12.2526 7.8501 5.7862
O 11.5909 6.6305 5.4891
H 11.4393 9.8454 6.1943
H 10.8143 8.5983 7.2597
H 10.2614 8.6615 5.5912
H 12.9348 7.5907 6.5958
H 12.8400 8.3162 4.9951
H 11.4265 6.1905 6.3263

***

[2]
15
Properties=species:S:1:pos:R:3 method="wB97M-V/def2-TZVPD" charge=-1 relative_energy_kj_mol=178.2
C -0.1878 -2.0162 0.0977
C -0.4717 -0.5070 0.2323
O -0.5734 -0.1115 1.5254
C 0.6220 0.3250 -0.5608
C 0.4237 1.8085 -0.1850
O -0.7787 2.0908 0.4752
H 0.6695 -2.3726 0.6744
H -0.9975 -2.5879 0.5724
H -0.1123 -2.2898 -0.9663
H -1.4298 -0.1997 -0.2573
H 1.5939 -0.0403 -0.2173
H 0.4436 0.0774 -1.6146
H 0.3925 2.3473 -1.1497
H 1.3111 2.2070 0.3296
H -0.9052 1.2689 1.0439

***

Lowest unoccupied orbital energy readings, ordered: -8.607; 4.520 eV
HOMO-LUMO gap readings, ordered: 6.8; 7.5 eV